DFT (ωB97M-V/def2-TZVPD) results for 2 unconnected molecules or ions with the total composition C4H9O3.

Positions of all 16 atoms, in Å:
C -1.457 0.900 0.440
C -1.519 -0.513 -0.149
C -0.597 0.967 1.723
O -1.136 1.602 2.655
O 0.467 0.310 1.700
H -1.134 1.724 -0.199
H -2.509 1.145 0.620
H -0.960 -0.495 -1.095
H -2.527 -0.918 -0.313
H -0.876 -1.254 0.461
C 2.171 -0.654 -1.320
O 2.216 -0.682 0.059
H 1.457 -0.390 0.633
H 1.895 -1.558 -1.884
H 1.396 0.069 -1.625
H 3.113 -0.251 -1.707

Force components x, y, z for each atom (eV/Å):
-1.07 -0.31 0.32
2.25 -0.93 -0.36
-1.88 0.11 0.20
0.90 -0.04 0.06
0.58 0.07 0.36
0.36 -0.43 -0.55
0.24 0.37 0.68
-0.45 -0.33 -0.17
0.28 0.23 0.09
-1.27 1.17 -0.60
-1.29 1.61 -0.21
1.25 -1.28 0.63
-0.39 0.38 -0.71
0.28 -0.42 0.56
0.10 0.07 -0.26
0.10 -0.27 -0.05

Summary:
* net charge: -1
* HOMO: -4.3 eV
* Kohn-Sham gap: 0.301 Ha
* ΔE to the lowest compared entry with this formula, charge and spin: 22.9 kcal per mole
* lowest unoccupied orbital energy: 3.9 eV

DFT (ωB97M-V/def2-TZVPD) results for 2 unconnected molecules or ions with the total composition C4H9O3.

Positions of all 16 atoms, in Å:
C -2.513 -1.596 -0.655
C -1.225 -0.962 -0.107
O -1.312 0.000 0.701
O -0.116 -1.524 -0.390
H -2.321 -2.430 -1.339
H -3.243 -1.030 -1.080
H -2.922 -2.202 0.441
C 2.073 1.529 0.270
C 1.931 0.379 -0.611
O 0.946 2.040 0.946
H 2.839 1.353 1.109
H 2.227 2.388 -0.300
H 2.628 0.508 -1.502
H 0.176 1.597 0.797
H 0.848 0.226 -1.283
H 2.030 -0.633 -0.269

Force components x, y, z for each atom (eV/Å):
1.29 -4.20 4.18
1.95 -0.09 0.55
-0.73 0.12 -0.58
-1.76 -0.22 -0.29
0.32 0.14 0.14
-2.10 2.11 -0.62
0.68 1.88 -3.34
-0.20 0.32 2.56
-2.19 -1.55 -5.14
2.22 2.08 1.77
-0.53 0.28 -1.48
1.89 1.22 -1.26
-0.26 -0.14 1.14
-3.51 -2.82 -0.74
2.83 1.01 2.40
0.10 -0.16 0.70

Summary:
* net charge: -1
* HOMO: -4.1 eV
* Kohn-Sham gap: 0.305 Ha
* ΔE to the lowest compared entry with this formula, charge and spin: 59.8 kcal per mole
* lowest unoccupied orbital energy: 4.2 eV

DFT (ωB97M-V/def2-TZVPD) results for a molecular structure, C4H9O4Y.

Positions of all 18 atoms, in Å:
C -2.539 -1.463 -1.036
O -1.274 -0.966 -1.436
H -2.999 -1.916 -1.920
H -2.421 -2.207 -0.237
H -3.171 -0.634 -0.684
O 3.762 0.859 0.579
O -0.118 2.167 -0.466
C -1.137 1.356 -0.388
C -0.520 -0.270 -0.516
O 1.852 0.302 1.711
C 3.202 -0.029 1.507
Y 1.966 1.922 0.326
H -1.843 1.397 -1.232
H -1.629 1.285 0.600
H 0.481 -0.112 -0.930
H -0.649 -0.635 0.518
H 3.757 0.021 2.473
H 3.281 -1.077 1.131

Force components x, y, z for each atom (eV/Å):
-0.62 -0.17 0.35
1.57 1.16 0.68
0.21 0.12 0.27
-0.03 0.18 -0.18
0.10 -0.18 -0.06
-0.96 1.10 -0.84
0.33 -0.35 0.21
-0.91 0.51 -0.01
-1.29 -1.64 -0.99
-0.97 1.69 -1.22
0.94 -1.32 0.73
1.47 -1.53 1.73
0.19 0.00 0.17
0.13 0.11 -0.29
-0.28 -0.47 0.26
0.53 0.14 -0.40
-0.33 0.09 -0.52
-0.09 0.56 0.13

Summary:
* net charge: +1
* HOMO (spin up / spin down): -12.6 / -12.6 eV
* Kohn-Sham gap (spin up / spin down): 0.286 / 0.192 Ha
* spin multiplicity: 2
* ΔE to the lowest compared entry with this formula, charge and spin: 0.0 kcal per mole
* ⟨S²⟩: 0.756
* lowest unoccupied orbital energy (spin up / spin down): -4.8 / -7.4 eV

DFT (ωB97M-V/def2-TZVPD) results for 2 unconnected molecules or ions with the total composition C4H9OP.

Positions of all 15 atoms, in Å:
C -0.176 0.532 -1.050
C 0.345 0.066 0.314
C -0.440 1.342 0.098
C 1.803 0.074 0.542
O -2.849 0.701 0.787
P -3.122 -0.440 -0.147
H 0.488 0.986 -1.820
H -1.180 0.211 -1.442
H -0.102 -0.792 0.733
H -0.360 2.254 0.540
H 2.073 0.986 1.041
H 2.385 0.035 -0.348
H 2.101 -0.689 1.273
H -2.599 0.218 -1.520
H -2.092 -1.476 -0.009

Force components x, y, z for each atom (eV/Å):
-0.22 1.59 -0.29
-1.27 1.25 -1.66
0.84 -3.84 0.45
0.69 0.43 1.59
1.24 0.88 0.87
0.17 0.01 -2.52
-0.44 -0.65 0.42
0.84 -0.66 -0.13
-1.15 -0.75 0.31
-0.02 2.49 0.79
0.36 0.71 0.20
0.44 -0.35 -0.72
-0.02 -0.12 -0.52
-1.21 -1.43 1.32
-0.23 0.45 -0.11

Summary:
* HOMO (spin up / spin down): -8.7 / -8.1 eV
* Kohn-Sham gap (spin up / spin down): 0.319 / 0.244 Ha
* ΔE to the lowest compared entry with this formula, charge and spin: 115.5 kcal per mole
* lowest unoccupied orbital energy (spin up / spin down): 0.0 / -1.4 eV

DFT (ωB97M-V/def2-TZVPD) results for 2 unconnected molecules or ions with the total composition C4H9OS.

Positions of all 15 atoms, in Å:
C -0.171 2.763 1.846
S -0.687 2.307 0.147
H 0.208 3.844 1.889
H -1.112 2.750 2.562
H 0.556 2.071 2.206
C -0.193 -1.058 -0.154
O 0.562 -1.547 0.987
C 0.608 -1.296 -1.365
C 0.122 -1.889 -2.467
H -0.295 0.040 -0.016
H -1.257 -1.509 -0.203
H 0.158 -1.194 1.799
H 1.668 -1.009 -1.324
H 0.699 -1.894 -3.404
H -0.864 -2.378 -2.503

Force components x, y, z for each atom (eV/Å):
-2.02 1.53 0.49
0.13 0.95 0.94
-0.47 -1.55 -0.22
1.75 -0.05 -1.51
0.55 -0.32 0.34
-0.95 0.01 1.31
-0.62 0.13 0.07
-0.03 -0.94 -1.20
0.30 0.26 -0.01
-0.11 -0.82 -0.27
1.65 0.45 -0.04
0.20 -0.20 -0.54
-0.58 0.26 -0.06
-0.19 -0.26 0.60
0.38 0.56 0.10

Summary:
* HOMO (spin up / spin down): -9.1 / -8.8 eV
* Kohn-Sham gap (spin up / spin down): 0.358 / 0.244 Ha
* spin multiplicity: 2
* ΔE to the lowest compared entry with this formula, charge and spin: 27.1 kcal per mole
* ⟨S²⟩: 0.753
* lowest unoccupied orbital energy (spin up / spin down): 0.7 / -2.2 eV

DFT (ωB97M-V/def2-TZVPD) results for 2 unconnected molecules or ions with the total composition C4H9P.

Positions of all 14 atoms, in Å:
C -1.497 0.391 0.250
C -0.820 0.178 -1.100
C -0.162 -0.219 0.190
C 0.373 -1.586 0.433
P 2.073 1.612 1.161
H -1.458 1.390 0.729
H -2.202 -0.253 0.583
H -1.008 -0.469 -1.900
H -0.508 0.978 -1.677
H 1.446 -1.418 0.498
H 0.257 -2.343 -0.429
H -0.146 -1.860 1.372
H 1.199 2.372 0.223
H 2.910 1.712 0.065

Force components x, y, z for each atom (eV/Å):
2.67 1.76 -0.22
0.72 0.51 1.88
0.61 0.25 -2.62
-0.52 -0.12 -0.23
-2.03 0.57 -1.00
-0.50 -0.49 -0.74
-2.60 -1.70 0.91
-1.07 -2.17 -0.22
0.80 2.50 -0.17
0.05 -0.63 0.63
-0.35 1.20 1.31
0.96 -0.83 -0.31
0.29 -0.39 1.26
0.96 -0.46 -0.48

Summary:
* HOMO (spin up / spin down): -8.0 / -8.4 eV
* Kohn-Sham gap (spin up / spin down): 0.266 / 0.317 Ha
* ΔE to the lowest compared entry with this formula, charge and spin: 94.6 kcal per mole
* lowest unoccupied orbital energy (spin up / spin down): -0.8 / 0.2 eV

DFT (ωB97M-V/def2-TZVPD) results for C4H9PS in the gas phase.

Positions of all 15 atoms, in Å:
C -0.959 0.785 0.082
C -0.770 -0.626 -0.224
C -1.917 1.608 -0.390
C 0.664 -1.012 -0.555
P 1.839 -0.283 0.686
S 1.849 -0.815 2.553
H 1.841 0.954 0.219
H -0.224 1.116 0.754
H -1.237 -1.076 0.701
H -1.314 -1.171 -1.064
H -1.909 2.453 0.312
H -2.659 1.259 -1.055
H 0.813 -2.067 -0.534
H 0.950 -0.442 -1.476
H 3.034 -0.683 -0.010

Force components x, y, z for each atom (eV/Å):
5.46 -5.40 0.64
-1.59 -2.01 -0.36
-3.89 5.22 -0.69
0.44 2.01 1.53
1.26 -3.32 -0.80
-0.37 0.42 -0.20
-0.07 2.42 -0.08
0.64 0.85 0.78
0.94 -0.70 -0.48
-0.21 1.51 0.80
-1.54 0.27 -0.98
-0.85 0.32 -0.49
0.20 -0.76 -0.50
-0.11 -1.00 0.40
-0.32 0.18 0.43

Summary:
* HOMO (spin up / spin down): -5.6 / -8.9 eV
* Kohn-Sham gap (spin up / spin down): 0.241 / 0.242 Ha
* spin multiplicity: 3
* ΔE to the lowest compared entry with this formula, charge and spin: 0.0 kcal per mole
* ⟨S²⟩: 2.005
* lowest unoccupied orbital energy (spin up / spin down): 0.9 / -2.3 eV

DFT (ωB97M-V/def2-TZVPD) results for 2 unconnected molecules or ions with the total composition C4H9S.

Positions of all 14 atoms, in Å:
C 3.024 -1.447 -0.577
S 2.173 -0.182 -1.567
H 2.579 -2.439 -0.397
H 3.220 -1.071 0.432
H 4.018 -1.655 -1.007
C -0.820 1.470 0.513
C -1.972 0.543 0.796
C -2.658 -0.069 -0.167
H 0.007 0.854 0.138
H -0.431 2.051 1.343
H -1.070 2.145 -0.295
H -2.265 0.376 1.827
H -3.514 -0.650 0.129
H -2.294 0.075 -1.169

Force components x, y, z for each atom (eV/Å):
0.86 -0.11 0.37
-0.35 -0.21 -0.03
-0.45 0.25 -0.45
0.05 0.10 0.08
-0.16 0.00 0.07
0.32 -0.79 -0.26
-0.14 0.41 0.00
0.55 0.59 1.02
0.21 0.15 -0.06
-0.25 -0.04 0.29
-0.07 0.23 -0.18
-0.02 0.05 0.12
-0.10 -0.38 -0.49
-0.43 -0.26 -0.48

Summary:
* net charge: -1
* HOMO: -2.1 eV
* Kohn-Sham gap: 0.222 Ha
* ΔE to the lowest compared entry with this formula, charge and spin: 19.7 kcal per mole
* lowest unoccupied orbital energy: 3.9 eV

DFT (ωB97M-V/def2-TZVPD) results for a molecular structure, C4HBrClI.

Positions of all 8 atoms, in Å:
C 1.175 -0.201 0.049
C 0.132 0.999 -0.017
C 0.162 -1.046 -0.027
C -0.935 0.224 -0.045
Cl 0.300 2.640 0.022
Br -0.023 -2.819 0.054
I -2.992 0.336 0.034
H 2.181 -0.133 -0.070

Force components x, y, z for each atom (eV/Å):
-3.40 1.43 -0.50
0.21 -1.30 0.12
-0.79 2.28 0.47
0.52 -1.97 0.02
0.32 1.39 0.05
-0.26 -1.54 -0.09
0.65 0.05 -0.06
2.75 -0.34 -0.01

Summary:
* HOMO: -8.2 eV
* Kohn-Sham gap: 0.300 Ha
* ΔE to the lowest compared entry with this formula, charge and spin: 13.6 kcal per mole
* lowest unoccupied orbital energy: 0.0 eV

DFT (ωB97M-V/def2-TZVPD) results for C4HCl2N in the gas phase.

Positions of all 8 atoms, in Å:
N 4.105 1.077 -0.067
C 2.994 0.779 0.034
C 1.682 0.336 0.072
C 0.606 -0.129 0.178
C -0.748 -0.674 0.218
Cl -1.421 -0.775 -1.402
Cl -1.825 0.320 1.212
H -0.763 -1.673 0.700

Force components x, y, z for each atom (eV/Å):
-0.65 -0.05 0.18
0.55 0.01 -0.35
2.39 0.86 0.12
-2.60 -0.91 0.06
0.18 -0.50 0.64
0.02 -0.26 -0.42
0.00 0.28 0.34
0.11 0.56 -0.56

Summary:
* HOMO: -11.2 eV
* Kohn-Sham gap: 0.410 Ha
* ΔE to the lowest compared entry with this formula, charge and spin: 0.2 kcal per mole
* structure (SMILES): N#CC#CC(Cl)Cl
* lowest unoccupied orbital energy: 0.0 eV